Molecular formula: C5H7N2O2S
Method: DFT, wB97M-V/def2-TZVPD

```
! wB97M-V def2-TZVPD RIJCOSX def2/J DEFGRID3
* xyz 1 1
C 0.101 0.553 -0.321
C -4.515 -0.668 0.006
C 1.510 0.104 -0.018
C 2.471 -0.083 -1.093
C 1.679 -0.480 1.338
N -2.557 0.766 0.154
N -3.753 0.283 -0.100
O -1.004 0.041 -0.595
O -5.370 -1.427 -0.019
S 0.885 2.018 0.032
H 2.439 -1.188 -1.182
H 3.503 -0.054 -0.661
H 2.223 0.392 -1.982
H 0.987 -1.270 1.146
H 1.134 0.114 2.023
H 2.688 -0.800 1.546
H -2.420 1.699 -0.274
*
```

The calculation puts the LUMO energy (alpha / beta) at -6.54 / -6.55 eV. As for the energy above the lowest of the compared OMol25 structures with the same formula, charge and spin: 3.8050 eV. As for the largest force on an atom: 0.0824 Eh/bohr. As for the electronic energy: -23196.144 eV.